[1]
{"formula": "C3H3AgBrFNO3", "method": "ωB97M-V/def2-TZVPD", "species": ["O", "C", "F", "C", "O", "C", "O", "N", "Br", "H", "H", "H", "Ag"], "positions_angstrom": [[3.524865, -0.342167, 0.404337], [2.430560, 0.334941, -0.041371], [2.635632, 1.233546, -1.217912], [0.951085, 0.194268, 0.725846], [0.097212, 1.380526, 0.552440], [-1.058517, 1.117213, -0.319230], [-1.213461, 1.929440, -1.401715], [-2.129474, 0.068900, -0.107002], [-1.928469, -1.404235, -1.269399], [1.209737, 0.052144, 1.882736], [0.413488, -0.793190, 0.398814], [-2.216329, -0.224287, 0.893400], [-2.716329, -3.547098, -0.500945]], "atomic_forces_ev_per_a": [[-5.16, 3.41, -2.39], [3.54, 0.75, -2.05], [-0.87, -4.19, 5.47], [-0.65, 0.03, 1.49], [-0.52, -3.27, -1.23], [-1.08, 5.00, -7.34], [1.32, -5.99, 8.01], [2.06, 1.62, 1.50], [0.62, 1.58, -0.59], [-0.26, 0.58, -2.52], [1.44, 1.73, 0.14], [0.23, 0.07, -1.03], [-0.67, -1.31, 0.53]], "mulliken_spin": [0.95, -0.08, 0.08, 0.02, 0.02, -0.01, 0.02, 0.00, 0.00, 0.00, 0.00, 0.00, 0.00], "total_energy_ha": -3216.42356, "max_force_ev_per_a": 10.093, "orbital_gap_ev": [7.772, 4.490], "multiplicity": 2, "total_charge": 2}

[2]
{"formula": "C4H6O", "method": "ωB97M-V/def2-TZVPD", "species": ["C", "O", "C", "C", "C", "H", "H", "H", "H", "H", "H"], "positions_angstrom": [[-1.391378, 0.624816, -0.315689], [-0.087765, 0.466510, 0.177015], [1.011552, -1.224518, 0.812322], [1.878287, -0.572008, 0.008308], [1.202061, 0.424558, -0.527052], [-1.755459, -0.209724, -0.938501], [-1.480110, 1.565897, -0.855911], [-2.023599, 0.667306, 0.582848], [0.851884, -0.987178, 1.863584], [0.364035, -1.999113, 0.401267], [1.430492, 1.243458, -1.208190]], "atomic_forces_ev_per_a": [[-0.21, 0.34, -0.27], [0.00, 0.60, 0.10], [0.67, -0.75, 0.28], [-0.76, 0.09, -0.05], [-0.43, 0.07, 0.08], [0.35, 0.17, 0.02], [-0.24, 0.07, -0.19], [0.10, 0.08, -0.34], [0.45, -0.26, 0.03], [0.24, -0.16, 0.16], [-0.18, -0.25, 0.18]], "nbo_charge": [-0.24, -0.59, -0.10, -0.21, 0.00, 0.17, 0.18, 0.19, 0.20, 0.20, 0.20], "total_energy_ha": -231.06050, "max_force_ev_per_a": 1.041, "orbital_gap_ev": 9.215, "smiles": "C=C=COC", "de_lowest_kcal_mol": 102.4}